Entry 1:
A 6-piece molecular cluster, C25H61NO14 overall. Source: the Open Molecules 2025 dataset; level of theory: the ωB97M-V functional and the def2-TZVPD basis.

As for the SMILES: CCOCCOOC(N)=O.COCCOC.COCCOC.COCCOC.COCCOC.COCCOC. The calculation puts the gap between HOMO and LUMO at 9.33 eV. The HOMO energy is -8.870 eV. The maximum force is 0.0837 hartree/bohr. For the total energy, the calculation gives -57059.3452 eV.

Atoms and positions in Å:
C1 0.331 1.010 1.901
C2 -0.351 2.165 1.125
O1 -1.588 2.550 1.711
C3 -2.530 1.515 1.608
C4 -3.962 1.951 1.968
O2 -4.869 1.009 1.396
O3 -4.749 -0.170 2.137
C5 -4.269 -1.187 1.315
N1 -3.500 -2.213 1.926
O4 -4.470 -1.146 0.186
H1 -0.191 0.095 1.576
H2 0.183 1.109 2.981
H3 1.378 0.882 1.617
H4 0.313 3.035 1.149
H5 -0.500 1.827 0.087
H6 -2.533 1.132 0.567
H7 -2.289 0.640 2.238
H8 -4.169 2.962 1.614
H9 -4.089 1.855 3.056
H10 -3.906 -2.467 2.828
H11 -2.616 -1.750 2.158
C6 3.778 2.608 3.384
O5 2.484 3.150 3.163
C7 1.728 3.260 4.361
C8 1.718 4.683 4.883
O6 3.010 5.091 5.313
C9 3.670 5.916 4.369
H12 4.371 2.767 2.484
H13 4.283 3.089 4.224
H14 3.704 1.530 3.569
H15 2.103 2.570 5.123
H16 0.701 2.969 4.120
H17 1.059 4.733 5.756
H18 1.325 5.369 4.126
H19 3.229 6.919 4.373
H20 3.620 5.499 3.360
H21 4.716 5.993 4.663
C10 1.736 -1.767 -1.128
O7 1.711 -2.099 0.252
C11 1.404 -3.468 0.479
C12 2.649 -4.273 0.793
O8 3.518 -4.350 -0.328
C13 4.615 -3.457 -0.237
H22 2.197 -0.785 -1.229
H23 2.317 -2.487 -1.708
H24 0.715 -1.719 -1.521
H25 0.871 -3.895 -0.377
H26 0.734 -3.507 1.344
H27 2.353 -5.298 1.039
H28 3.171 -3.857 1.661
H29 5.343 -3.829 0.492
H30 4.297 -2.450 0.043
H31 5.093 -3.413 -1.215
C14 -1.472 -5.462 -2.810
O9 -1.274 -4.229 -3.481
C15 -2.159 -4.050 -4.579
C16 -3.311 -3.131 -4.222
O10 -4.166 -3.717 -3.251
C17 -3.939 -3.207 -1.942
H32 -0.931 -5.421 -1.865
H33 -2.528 -5.645 -2.600
H34 -1.068 -6.285 -3.410
H35 -2.531 -5.014 -4.940
H36 -1.579 -3.590 -5.385
H37 -3.916 -2.960 -5.119
H38 -2.939 -2.161 -3.878
H39 -4.346 -2.200 -1.858
H40 -2.876 -3.196 -1.691
H41 -4.458 -3.853 -1.234
C18 -7.388 -2.813 -4.249
O11 -7.486 -1.550 -4.892
C19 -8.709 -0.885 -4.610
C20 -8.528 0.191 -3.557
O12 -8.198 -0.367 -2.295
C21 -6.813 -0.265 -1.994
H42 -6.355 -3.149 -4.317
H43 -7.665 -2.753 -3.194
H44 -8.031 -3.541 -4.756
H45 -9.479 -1.600 -4.304
H46 -9.040 -0.413 -5.541
H47 -9.476 0.726 -3.434
H48 -7.771 0.917 -3.872
H49 -6.565 0.768 -1.728
H50 -6.191 -0.588 -2.832
H51 -6.604 -0.903 -1.139
C22 9.459 4.305 1.115
O13 9.409 3.300 0.115
C23 8.932 2.056 0.606
C24 7.480 1.830 0.237
O14 6.623 2.753 0.898
C25 6.207 3.814 0.054
H52 9.606 5.264 0.620
H53 8.533 4.348 1.694
H54 10.303 4.122 1.787
H55 9.071 1.985 1.689
H56 9.538 1.274 0.138
H57 7.185 0.828 0.565
H58 7.343 1.882 -0.848
H59 5.456 3.456 -0.659
H60 7.046 4.255 -0.488
H61 5.753 4.583 0.680

---

Entry 2:
A single C4H12N2 molecule. Source: the Open Molecules 2025 dataset; level of theory: the ωB97M-V functional and the def2-TZVPD basis.

As for the SMILES: C[C@H](N)[C@@H](C)N. The calculation puts the gap between HOMO and LUMO at 9.34 eV. The HOMO energy is -8.205 eV. The maximum force is 0.1144 hartree/bohr. For the total energy, the calculation gives -7321.1470 eV.

Atoms and positions in Å:
C1 -0.202 0.613 -0.356
C2 0.202 -0.613 0.357
C3 -1.373 -1.527 0.237
C4 1.373 1.527 -0.237
N1 -1.206 1.451 0.203
N2 1.206 -1.451 -0.203
H1 -0.348 0.472 -1.427
H2 0.348 -0.472 1.427
H3 -1.197 1.459 1.218
H4 -2.134 1.209 -0.128
H5 1.197 -1.459 -1.218
H6 2.134 -1.209 0.128
H7 -2.059 -1.142 0.995
H8 -1.831 -1.502 -0.755
H9 -1.121 -2.562 0.475
H10 1.831 1.502 0.755
H11 1.121 2.562 -0.475
H12 2.059 1.142 -0.995

---

Entry 3:
A single C3H2N2O3 molecule. Source: the Open Molecules 2025 dataset; level of theory: the ωB97M-V functional and the def2-TZVPD basis.

As for the SMILES: O=CC1=NOC=NO1. The calculation puts the gap between HOMO and LUMO at 9.75 eV. The HOMO energy is -10.421 eV. The maximum force is 0.0542 hartree/bohr. For the total energy, the calculation gives -12260.9284 eV.

Atoms and positions in Å:
C1 -1.945 0.327 -0.043
C2 -0.519 -0.026 -0.366
C3 1.843 -0.274 0.195
H1 -2.011 1.374 0.285
H2 2.724 -0.288 0.878
N1 -0.196 -1.223 -0.239
N2 1.373 0.933 0.192
O1 -2.754 -0.552 0.107
O2 1.274 -1.342 -0.363
O3 0.211 1.071 -0.647

---

> Which of these has the highest gap between HOMO and LUMO?

C3H2N2O3